No. 1
The following is a DFT calculation (ωB97M-V/def2-TZVPD) of a structure of composition C7H20BrFeN2O3.

Structure (ORCA input):
```
! wB97M-V def2-TZVPD RIJCOSX def2/J DEFGRID3
* xyz 2 6
Br 1.398 0.853 -0.733
Fe 3.521 1.678 -1.543
O -0.991 5.008 0.080
O -0.356 -0.223 2.082
O 0.771 -0.761 -3.726
N -0.600 3.086 1.236
N -1.837 4.804 2.163
C 0.605 -2.485 -5.459
C 0.302 -2.085 -4.041
C 0.445 -1.019 2.960
C -0.471 -1.618 4.010
C -1.193 -2.183 -3.649
C -1.142 4.304 1.130
C 1.519 -0.171 3.651
H 0.280 0.334 1.619
H 2.172 -0.828 4.221
H 0.052 -3.396 -5.674
H 2.115 0.270 2.837
H -1.701 -2.949 -4.227
H -1.703 -1.217 -3.620
H -0.893 2.554 2.041
H 0.949 -1.858 2.469
H -1.218 -2.262 3.543
H 0.052 -2.188 4.775
H -1.276 -2.421 -2.581
H -1.798 4.317 3.044
H -0.051 2.714 0.467
H 0.638 -0.534 -2.806
H 0.281 -1.759 -6.205
H 1.686 -2.612 -5.515
H -2.422 5.616 2.013
H 1.120 0.632 4.267
H -1.036 -0.828 4.512
H 0.786 -2.772 -3.340
*
```

Frontier orbital gap (spin up / spin down) in Ha: 0.152 / 0.116
Electronic energy in eV: -121114.846
Largest force on an atom in eV/Å: 2.72
ΔE to the lowest compared entry with this formula, charge and spin in kcal per mole: 13.7
⟨S²⟩: 8.764



No. 2
The following is a DFT calculation (ωB97M-V/def2-TZVPD) of a cluster of 5 separate species, C6H16F4N5O13S4 in total.

Structure (ORCA input):
```
! wB97M-V def2-TZVPD RIJCOSX def2/J DEFGRID3
* xyz -1 1
S -0.025 -9.221 -17.023
S 1.312 -8.885 -15.078
S 7.467 -4.518 -21.044
S 5.273 -4.673 -20.306
F 4.302 -5.594 -19.334
F 2.690 -9.619 -14.568
F 8.577 -5.630 -21.402
F 0.387 -8.340 -18.360
O 7.519 -6.873 -14.991
O 9.936 0.990 -13.792
O 6.051 -5.363 -14.982
O -0.950 -8.220 -16.514
O 1.610 -7.637 -14.542
O -0.632 -10.424 -17.633
O 5.498 -3.414 -19.566
O 7.850 -5.040 -13.917
O 8.189 -3.535 -20.273
O 7.074 -4.155 -22.360
O 4.458 -4.740 -21.510
O 0.484 -2.394 -11.660
O 0.228 -9.599 -14.333
N 6.471 -5.680 -20.222
N 1.612 -9.225 -16.493
N 2.516 -3.342 -12.299
N 7.166 -5.725 -14.688
N 8.446 -0.768 -13.986
C 2.771 -4.154 -10.955
C 1.099 -2.985 -12.538
C 8.833 -0.931 -15.454
C 0.550 -3.184 -13.948
C 9.436 0.024 -13.184
C 9.677 -0.412 -11.724
H 7.469 -0.591 -13.798
H 2.019 -4.943 -10.986
H 9.907 -0.911 -15.636
H 9.828 -1.491 -11.738
H 1.040 -4.046 -14.402
H 10.552 0.084 -11.304
H -0.496 -3.480 -13.874
H 0.703 -2.322 -14.597
H 8.521 -0.081 -16.060
H 8.269 -1.733 -15.931
H 8.864 -0.090 -11.073
H 3.708 -4.709 -11.004
H 2.778 -3.407 -10.161
H 3.022 -2.468 -12.322
H 2.863 -4.040 -12.941
H 8.486 -1.702 -13.605
*
```

Frontier orbital gap in Ha: 0.151
Electronic energy in eV: -94748.223
Largest force on an atom in eV/Å: 9.43



No. 3
The following is a DFT calculation (ωB97M-V/def2-TZVPD) of a structure of composition C37H27MoO6P2S2.

Structure (ORCA input):
```
! wB97M-V def2-TZVPD RIJCOSX def2/J DEFGRID3
* xyz -1 3
Mo -1.205 -1.492 -1.679
S -2.030 1.514 2.805
S -2.282 2.772 -0.399
P 0.593 -2.589 -0.448
P -1.709 2.963 1.487
O -2.815 -0.444 -2.443
O -1.323 -2.868 -3.776
O -2.291 1.899 -6.606
O -0.195 -0.306 -2.882
O -4.369 0.854 -4.749
O 0.377 1.127 -5.511
C -1.837 5.084 3.321
C -2.087 1.307 -5.568
C 2.362 -1.249 1.336
C -0.705 0.916 -4.991
C 1.890 4.772 0.726
C -1.759 -4.785 2.001
C 4.046 0.253 0.515
C 0.056 -3.593 0.965
C 1.285 -3.881 -1.543
C 1.956 -5.828 -3.408
C -1.034 0.231 -3.751
C 3.398 -0.359 1.574
C 0.427 -4.848 2.990
C 0.096 3.352 1.467
C -3.166 0.780 -4.591
C 0.544 4.473 0.780
C -0.909 -5.221 3.008
C 3.650 -0.014 -0.789
C 0.536 -4.043 -2.709
C -4.029 6.292 2.150
C 2.624 -0.905 -1.031
C 2.388 -4.696 -1.313
C -3.465 6.842 3.286
C 0.908 -4.039 1.973
C -1.421 -0.686 0.258
C 1.022 2.528 2.088
C -3.492 5.143 1.594
C 2.713 -5.665 -2.249
C 1.986 -1.542 0.029
C -2.391 4.530 2.174
C -1.277 -3.972 0.990
C -2.363 6.233 3.870
C 2.374 2.824 2.034
C 2.812 3.945 1.356
C -0.563 -3.064 -2.835
C 0.864 -5.014 -3.652
C -2.391 0.149 -3.504
H 2.225 5.649 0.189
H 1.098 -5.181 3.771
H 4.124 0.490 -1.618
H 2.986 -4.574 -0.421
H -0.840 -0.951 1.139
H 2.235 -6.588 -4.124
H 2.293 -1.076 -2.054
H 3.678 -0.130 2.591
H 3.567 -6.303 -2.080
H -3.880 7.741 3.717
H -2.488 -0.904 0.461
H 4.840 0.959 0.704
H -4.887 6.761 1.689
H -1.918 6.657 4.757
H -3.907 4.713 0.695
H 3.087 2.178 2.534
H 0.277 -5.110 -4.552
H -1.367 0.395 0.088
H -1.287 -5.838 3.808
H -0.173 5.106 0.274
H -2.802 -5.062 2.010
H 1.953 -3.767 1.969
H 3.865 4.177 1.314
H 1.833 -1.677 2.175
H 0.658 1.669 2.629
H -1.982 -3.619 0.202
H -0.988 4.602 3.786
*
```

Frontier orbital gap (spin up / spin down) in Ha: 0.213 / 0.190
Electronic energy in eV: -93197.857
Largest force on an atom in eV/Å: 1.30
⟨S²⟩: 2.023



No. 4
The following is a DFT calculation (ωB97M-V/def2-TZVPD) of a cluster of 4 separate species, C21H52N2O9PS in total.

Structure (ORCA input):
```
! wB97M-V def2-TZVPD RIJCOSX def2/J DEFGRID3
* xyz 1 1
S -8.787 -2.092 -1.078
P -7.180 -1.380 -1.813
O 0.994 3.960 -2.035
O 8.647 0.374 0.710
O 6.424 2.332 -0.484
O -3.424 -2.447 4.637
O -6.052 -1.321 5.746
O 7.334 -0.184 -1.973
O -6.104 -2.344 2.888
O -0.339 1.227 -3.030
O 2.669 1.765 -3.293
N -4.595 -2.102 -2.176
N -5.749 -2.422 -1.358
C 9.313 0.053 -0.499
C -3.623 -0.283 -0.784
C -5.837 -0.590 4.557
C -3.576 -1.568 -1.553
C 8.658 -0.657 1.674
C 1.411 4.477 -0.788
C -4.018 -2.730 5.897
C 6.453 3.580 -1.140
C 5.603 1.365 -1.111
C 2.062 2.878 -3.931
C 1.970 1.097 -2.261
C -1.079 0.837 -4.164
C -2.245 -1.674 4.720
C 1.942 4.122 -3.078
C -5.527 -2.637 5.851
C -2.261 -2.269 -1.682
C -7.111 -3.269 2.526
C 8.539 0.519 -1.713
C -6.596 -1.089 3.345
C 6.234 -0.011 -1.097
C 0.727 0.350 -2.698
H 7.832 -0.475 2.362
H -2.345 -0.862 5.447
H -4.771 -0.486 4.343
H -5.571 -2.382 -0.347
H 1.224 5.554 -0.730
H -1.619 1.712 -4.524
H -5.938 -3.287 5.078
H -2.069 -1.232 3.739
H 5.566 4.175 -0.890
H 8.514 -1.641 1.217
H 8.369 1.596 -1.684
H 1.102 2.606 -4.375
H 1.753 1.775 -1.433
H -7.968 -3.235 3.203
H -6.680 -4.269 2.574
H -7.440 -3.068 1.501
H 4.656 1.321 -0.553
H -4.358 -0.261 0.024
H 9.490 -1.025 -0.576
H -3.776 0.517 -1.510
H -1.807 0.053 -3.910
H 2.928 4.379 -2.677
H 6.523 3.462 -2.227
H -5.900 -3.011 6.806
H -1.385 -2.298 4.984
H -2.085 -2.443 -2.746
H 6.490 -0.314 -0.080
H 7.339 4.112 -0.798
H 2.726 3.124 -4.763
H -3.637 -2.057 6.672
H 5.477 -0.715 -1.455
H 0.829 3.980 -0.011
H -7.143 -1.358 -3.214
H -2.263 -3.181 -1.091
H 2.674 0.353 -1.879
H 0.977 -0.308 -3.537
H 10.285 0.563 -0.495
H -7.661 -1.152 3.587
H -6.208 0.416 4.771
H 0.389 -0.275 -1.859
H 2.470 4.278 -0.600
H 1.604 4.947 -3.717
H 5.371 1.646 -2.144
H -3.746 -3.756 6.175
H -6.796 -0.096 -1.398
H -1.482 -1.588 -1.349
H -2.655 -0.094 -0.330
H 9.595 -0.650 2.241
H 9.169 0.329 -2.585
H -6.029 -3.371 -1.615
H -0.429 0.483 -4.969
H -6.468 -0.358 2.534
*
```

Frontier orbital gap in Ha: 0.213
Electronic energy in eV: -64137.204
Largest force on an atom in eV/Å: 2.84
ΔE to the lowest compared entry with this formula, charge and spin in kcal per mole: 0.0